This record from OMol25 describes 2 unconnected molecules or ions with the total composition C12H28N6O4. The level of theory is ωB97M-V/def2-TZVPD.

Geometry as XYZ:
```
50
Properties=species:S:1:pos:R:3
H -1.9179 -2.8350 -7.1326
N -1.9386 -2.8794 -6.1154
C -1.0608 -2.1031 -5.6038
N -0.2683 -1.1686 -6.2726
N -0.8300 -2.1496 -4.2314
C -0.7318 -0.9193 -3.4536
C -0.2049 -1.2249 -2.0564
C -0.2173 -0.0139 -1.1249
C 0.5594 1.1996 -1.6588
N 1.9163 0.8267 -2.0079
C 0.3901 2.3533 -0.6535
O -0.6885 2.7999 -0.3636
O 1.5201 2.8321 -0.1008
H 0.6764 -1.1005 -5.9149
H -0.2816 -1.2716 -7.2786
H -1.4796 -2.8153 -3.8300
H -0.0417 -0.2401 -3.9629
H -1.7031 -0.3995 -3.3899
H 0.8092 -1.6299 -2.1504
H -0.8188 -2.0130 -1.6016
H -1.2430 0.3176 -0.9294
H 0.2057 -0.3003 -0.1522
H 0.0680 1.5517 -2.5737
H 2.4315 0.3402 -1.2840
H 2.4703 1.5459 -2.4549
H 2.2633 2.3324 -0.4764
N -0.6663 -3.3929 1.1209
C 0.2904 -2.3107 1.3223
C -0.2699 -1.0344 1.9562
C 0.7977 0.0435 2.1468
C 0.2566 1.3923 2.6302
C -0.4800 1.3819 3.9864
N -0.9627 2.6881 4.4125
C 0.4717 0.8898 5.0580
O 1.2801 1.5878 5.6223
O 0.3678 -0.4327 5.2893
H -1.4333 -3.0672 0.5394
H -1.0816 -3.6527 2.0129
H 0.7366 -2.0689 0.3479
H 1.1077 -2.6968 1.9453
H -1.0806 -0.6426 1.3229
H -0.7197 -1.2918 2.9245
H 1.5614 -0.3253 2.8441
H 1.3178 0.2072 1.1928
H -0.4459 1.7895 1.8834
H 1.0808 2.1146 2.7065
H -1.3289 0.6923 3.9397
H -1.4344 3.1485 3.6397
H -0.1628 3.2622 4.6679
H 1.0462 -0.6440 5.9532
```

Values from the calculation:
SMILES: [H]/N=C(\N)NCCC[C@H](N)C(=O)O.NCCCC[C@H](N)C(=O)O
Spin multiplicity: 1

How is the electron density shared among the atoms? According to Löwdin, the charges in e are: number 1, H, carries 0.030; number 2, N, carries 0.101; number 3, C, carries -0.581; number 4, N, carries 0.111; number 5, N, carries 0.017; number 6, C, carries -0.216; number 7, C, carries -0.187; number 8, C, carries -0.160; number 9, C, carries -0.301; number 10, N, carries 0.061; number 11, C, carries -0.498; number 12, O, carries 0.108; number 13, O, carries 0.114; number 14, H, carries 0.091; number 15, H, carries 0.088; number 16, H, carries 0.123; number 17, H, carries 0.100; number 18, H, carries 0.134; number 19, H, carries 0.115; number 20, H, carries 0.106; number 21, H, carries 0.132; number 22, H, carries 0.051; number 23, H, carries 0.151; number 24, H, carries 0.091; number 25, H, carries 0.092; number 26, H, carries 0.094; number 27, N, carries -0.001; number 28, C, carries -0.298; number 29, C, carries -0.216; number 30, C, carries -0.201; number 31, C, carries -0.143; number 32, C, carries -0.324; number 33, N, carries 0.058; number 34, C, carries -0.496; number 35, O, carries 0.112; number 36, O, carries 0.110; number 37, H, carries 0.056; number 38, H, carries 0.067; number 39, H, carries 0.090; number 40, H, carries 0.120; number 41, H, carries 0.111; number 42, H, carries 0.109; number 43, H, carries 0.120; number 44, H, carries 0.091; number 45, H, carries 0.106; number 46, H, carries 0.127; number 47, H, carries 0.143; number 48, H, carries 0.081; number 49, H, carries 0.077; number 50, H, carries 0.134


This record from OMol25 describes a single C2H4N2O2 molecule. The level of theory is ωB97M-V/def2-TZVPD.

Geometry as XYZ:
```
10
Properties=species:S:1:pos:R:3
C -1.8689 0.5066 0.2259
N -0.4510 0.0754 0.2002
N -0.0260 -0.9065 -0.3389
C 1.8038 -0.7442 -0.3299
O 2.2964 0.1184 0.5626
O 2.3609 0.4611 -0.7867
H -1.8738 1.4485 -0.1873
H -2.0116 0.6492 1.3634
H -2.6265 -0.0271 -0.1682
H 2.3968 -1.5814 -0.5413
```

Values from the calculation:
SMILES: C/N=N/C1OO1
Spin multiplicity: 1

How is the electron density shared among the atoms? According to Löwdin, the charges in e are: number 1, C, carries -0.062; number 2, N, carries -0.100; number 3, N, carries 0.097; number 4, C, carries -0.249; number 5, O, carries -0.002; number 6, O, carries 0.009; number 7, H, carries 0.048; number 8, H, carries 0.119; number 9, H, carries 0.028; number 10, H, carries 0.111


This record from OMol25 describes a single C4H11NO2 molecule. The level of theory is ωB97M-V/def2-TZVPD.

Geometry as XYZ:
```
18
Properties=species:S:1:pos:R:3
C 0.5329 -2.1214 -0.0728
C -0.4501 -1.0039 -0.1275
O -0.7629 -0.6171 -1.5326
C 0.0586 0.4235 0.4177
N 1.3368 0.5204 -0.2351
C -0.8945 1.5767 0.2152
O -0.5622 2.7001 1.1627
H 0.0106 -3.0153 -0.4937
H 1.0404 -2.2962 0.8911
H 1.3605 -1.7785 -0.7279
H -1.4053 -1.3840 0.5182
H -0.5437 -1.4372 -1.9857
H 0.2681 0.1646 1.5396
H 2.0530 -0.0497 0.1473
H 1.6184 1.5241 -0.2771
H -0.9712 1.8985 -0.8683
H -1.8310 1.3323 0.6501
H -0.8585 3.5630 0.7786
```

Values from the calculation:
SMILES: C[C@H](O)[C@@H](N)CO
Spin multiplicity: 1

How is the electron density shared among the atoms? According to Löwdin, the charges in e are: number 1, C, carries -0.091; number 2, C, carries -0.379; number 3, O, carries -0.068; number 4, C, carries -0.366; number 5, N, carries 0.024; number 6, C, carries -0.167; number 7, O, carries -0.120; number 8, H, carries 0.098; number 9, H, carries 0.092; number 10, H, carries 0.081; number 11, H, carries 0.171; number 12, H, carries 0.068; number 13, H, carries 0.163; number 14, H, carries 0.057; number 15, H, carries 0.104; number 16, H, carries 0.144; number 17, H, carries 0.101; number 18, H, carries 0.089


This record from OMol25 describes a single C5H7N molecule. The level of theory is ωB97M-V/def2-TZVPD.

Geometry as XYZ:
```
13
Properties=species:S:1:pos:R:3
C -0.7820 -1.5360 -0.0813
C -0.2639 0.5196 -1.3481
C 0.3347 -0.5342 -0.4210
C 0.8408 0.2042 0.7960
C 0.5200 1.4855 0.6398
N -0.1291 1.6262 -0.6280
H -1.6494 -1.0030 0.3235
H -1.1024 -2.0693 -0.9800
H -0.4498 -2.2625 0.6668
H 1.1421 -1.0614 -0.9485
H 1.3459 -0.2348 1.6482
H 0.6670 2.3452 1.2830
H -0.4740 2.5205 -0.9504
```

Values from the calculation:
Spin multiplicity: 1

How is the electron density shared among the atoms? According to Löwdin, the charges in e are: number 1, C, carries -0.085; number 2, C, carries -0.022; number 3, C, carries -0.407; number 4, C, carries -0.066; number 5, C, carries -0.095; number 6, N, carries -0.024; number 7, H, carries 0.081; number 8, H, carries 0.074; number 9, H, carries 0.074; number 10, H, carries 0.138; number 11, H, carries 0.105; number 12, H, carries 0.107; number 13, H, carries 0.121


Number 1: gap between HOMO and LUMO 9.318 eV, LUMO level 0.25 eV. Number 2: gap between HOMO and LUMO 9.732 eV, LUMO level 0.90 eV. Number 3: gap between HOMO and LUMO 9.802 eV, LUMO level 0.91 eV. Number 4: gap between HOMO and LUMO 9.397 eV, LUMO level 1.01 eV.